(1)
Entry from the Open Molecules 2025 dataset: a structure of composition C14H17ClEuN2O4S4Sb in a non-equilibrium geometry (wB97M-V/def2-TZVPD).

Each line ends with the Löwdin spin population.
Positions of all 44 atoms, in Å:
Eu  1.603  -0.746  0.764  5.061
S  5.719  1.938  -0.523  0.740
C  4.436  0.955  -0.129  0.031
S  3.766  -0.194  -1.213  0.085
S  3.714  1.087  1.450  0.102
O  -0.836  -0.970  2.207  -0.001
Cl  -0.368  -2.370  2.771  0.003
O  0.567  -6.625  1.321  0.000
O  1.121  -2.400  2.246  -0.008
O  -1.098  -3.420  2.176  0.001
S  -3.809  3.340  -0.628  0.001
C  -2.345  2.372  -0.440  0.001
C  -2.349  1.037  -0.907  -0.001
C  -1.304  0.186  -0.642  0.000
N  -0.217  0.693  -0.014  -0.009
C  -0.102  1.978  0.330  0.001
C  -1.170  2.858  0.155  -0.001
C  -3.166  4.950  -0.480  0.000
C  -2.982  5.681  0.681  0.000
C  -2.438  6.981  0.571  0.000
N  -1.977  7.527  -0.568  0.000
C  -2.136  6.782  -1.691  0.000
C  -2.777  5.527  -1.698  0.000
H  -3.271  0.682  -1.392  0.000
H  -1.348  -0.894  -0.846  -0.001
H  0.872  2.324  0.822  0.000
H  -1.068  3.906  0.497  0.000
H  -3.274  5.317  1.651  0.000
H  -2.371  7.633  1.444  0.000
H  -1.838  7.264  -2.616  0.000
H  -2.913  4.977  -2.648  0.000
C  3.615  -5.069  -1.159  -0.001
Sb  2.003  -4.249  0.065  -0.002
C  1.739  -5.915  1.607  -0.001
C  0.256  -4.798  -1.067  0.000
H  3.398  -6.123  -1.290  0.000
H  4.570  -4.910  -0.644  0.000
H  3.599  -4.583  -2.136  0.000
H  2.624  -6.506  1.423  0.000
H  -0.139  -6.144  1.790  0.000
H  1.756  -5.436  2.579  0.000
H  0.143  -5.864  -1.032  0.000
H  0.436  -4.474  -2.089  0.000
H  -0.640  -4.310  -0.697  0.000

Output
- relative energy (zero: lowest compared OMol25 entry of this formula, charge and spin) (kJ/mol) = 0.0
- electronic energy (hartree) = -3957.34000
- highest occupied orbital energy (alpha / beta) (eV) = -7.152 / -5.895
- orbital gap (alpha / beta) (eV) = 6.96 / 3.43
- multiplicity = 7


(2)
Entry from the Open Molecules 2025 dataset: a cluster of 3 separate species, C3H7N2O3 in total in a non-equilibrium geometry (wB97M-V/def2-TZVPD).

Each line ends with the Mulliken charge.
Positions of all 15 atoms, in Å:
C  2.081  -1.512  4.029  0.768
C  1.343  1.107  1.164  -0.760
C  1.212  -0.367  0.828  0.617
N  -1.904  -1.041  -0.807  -0.803
N  0.895  -0.440  -0.423  -0.920
O  1.478  -2.455  4.315  -0.401
O  2.902  -0.685  4.112  -0.411
O  1.539  -1.227  1.666  -0.758
H  1.740  1.261  2.164  0.238
H  2.020  1.490  0.335  0.204
H  0.352  1.692  1.144  0.179
H  -2.072  -0.017  -1.128  0.237
H  -1.929  -1.095  0.185  0.238
H  0.888  -1.403  -0.753  0.281
H  -0.930  -1.417  -1.071  0.291

Output
- net charge = -1
- relative energy (zero: lowest compared OMol25 entry of this formula, charge and spin) (kJ/mol) = 228.8
- electronic energy (hartree) = -453.80056
- highest occupied orbital energy (eV) = -3.819
- orbital gap (eV) = 7.39


(3)
Entry from the Open Molecules 2025 dataset: a cluster of 2 separate species, C27H25FIO2 in total in a non-equilibrium geometry (wB97M-V/def2-TZVPD).

Each line ends with the Mulliken charge.
Positions of all 56 atoms, in Å:
F  3.049  1.787  3.014  -0.312
C  2.630  0.492  2.808  -0.019
C  3.555  -0.534  2.976  -0.592
C  3.098  -1.851  2.806  -0.491
C  1.773  -2.105  2.504  -0.751
C  0.831  -1.046  2.336  0.783
C  -0.510  -1.431  2.049  -0.065
C  -1.711  -0.783  2.465  1.099
C  -2.875  -1.598  2.654  -0.495
C  -4.116  -1.028  2.900  -0.686
C  -4.245  0.363  3.020  -0.401
C  -3.106  1.172  2.930  -0.965
C  -1.855  0.616  2.694  -0.060
C  1.304  0.288  2.460  -0.373
H  4.584  -0.312  3.239  0.495
H  3.790  -2.687  2.915  0.431
H  1.404  -3.132  2.410  0.598
H  -0.625  -2.464  1.713  0.032
H  -2.753  -2.683  2.618  0.570
H  -4.991  -1.672  2.993  0.426
H  -5.223  0.819  3.178  0.423
H  -3.179  2.258  3.038  0.431
H  -0.981  1.258  2.650  0.054
H  0.657  1.137  2.286  0.747
C  -4.598  -3.206  -1.507  -2.024
C  -3.130  -2.887  -1.250  1.812
C  -2.583  -3.880  -0.219  -1.412
C  -2.314  -3.002  -2.548  -1.191
C  -0.824  -2.709  -2.330  0.610
O  0.012  -3.257  -3.047  -0.604
C  -0.525  -1.774  -1.241  -0.203
I  1.435  -1.057  -1.161  0.476
C  2.501  -2.879  -1.518  -0.048
C  3.061  -3.064  -2.777  -0.352
C  3.778  -4.236  -3.046  -0.597
C  3.913  -5.214  -2.051  -0.438
C  3.316  -5.030  -0.801  -0.698
C  2.602  -3.850  -0.527  0.229
C  -1.570  -0.859  -0.818  0.333
O  -1.354  0.307  -0.473  -0.713
C  -2.997  -1.425  -0.754  -0.305
H  -5.029  -2.492  -2.219  0.439
H  -4.696  -4.217  -1.921  0.436
H  -5.174  -3.157  -0.576  0.393
H  -1.513  -3.729  -0.046  0.129
H  -3.114  -3.785  0.737  0.335
H  -2.728  -4.903  -0.594  0.491
H  -2.426  -4.013  -2.962  0.427
H  -2.710  -2.271  -3.273  0.366
H  2.928  -2.312  -3.551  0.416
H  4.222  -4.381  -4.032  0.373
H  4.493  -6.119  -2.254  0.382
H  3.402  -5.798  -0.029  0.391
H  2.138  -3.701  0.442  0.417
H  -3.643  -0.775  -1.375  0.512
H  -3.382  -1.373  0.279  -0.260

Output
- net charge = +1
- relative energy (zero: lowest compared OMol25 entry of this formula, charge and spin) (kJ/mol) = 45.3
- electronic energy (hartree) = -1591.54189
- highest occupied orbital energy (eV) = -10.868
- orbital gap (eV) = 4.95


(4)
Entry from the Open Molecules 2025 dataset: a structure of composition C11H48BCrO11 in a non-equilibrium geometry (wB97M-V/def2-TZVPD).

Each line ends with the Löwdin spin population.
Positions of all 72 atoms, in Å:
Cr  -0.673  1.559  -1.288  3.730
B  -0.500  -0.345  -0.264  0.070
H  -0.461  -1.139  0.466  0.010
H  -1.499  0.004  -0.472  0.013
H  0.104  0.486  0.066  0.014
H  -0.070  -0.648  -1.206  0.015
C  -4.885  0.932  -1.895  0.000
O  -3.725  1.027  -1.102  0.008
H  -4.582  1.231  -2.898  0.000
H  -5.325  -0.065  -1.902  0.000
H  -5.591  1.628  -1.442  0.000
H  -4.023  0.746  -0.233  0.000
C  -2.115  -0.712  -3.249  0.005
O  -1.452  0.512  -2.982  0.036
H  -1.520  -1.310  -3.940  0.000
H  -2.382  -1.241  -2.335  0.001
H  -3.050  -0.506  -3.770  0.001
H  -1.404  0.895  -3.861  0.004
C  1.477  -3.367  1.372  0.000
O  2.330  -4.352  1.931  0.000
H  1.013  -2.804  2.181  0.000
H  1.877  -2.644  0.661  0.000
H  0.689  -3.954  0.901  0.000
H  2.523  -4.992  1.242  0.000
C  1.241  3.854  0.629  0.003
O  1.069  2.663  -0.164  0.021
H  1.750  3.670  1.576  0.000
H  1.843  4.636  0.166  0.000
H  0.266  4.305  0.811  0.000
H  1.854  2.150  0.041  0.000
C  -3.014  -2.781  0.411  0.001
O  -1.773  -3.027  -0.101  0.002
H  -2.888  -2.598  1.478  0.000
H  -3.497  -1.903  -0.018  0.000
H  -3.617  -3.683  0.309  0.000
H  -1.274  -2.216  0.023  0.001
C  3.409  -0.312  0.069  0.000
O  3.057  0.993  0.415  0.001
H  3.648  -0.807  1.011  0.000
H  2.600  -0.870  -0.402  0.000
H  4.335  -0.235  -0.501  0.000
H  3.771  1.364  0.938  0.000
C  1.593  0.845  3.192  0.000
O  0.762  1.657  4.020  0.000
H  2.215  0.189  3.801  0.000
H  1.081  0.228  2.453  0.001
H  2.346  1.430  2.665  0.000
H  0.029  1.127  4.341  0.000
C  2.247  1.999  -2.896  0.002
O  1.277  1.060  -2.380  0.018
H  3.235  1.848  -2.461  0.000
H  2.326  1.871  -3.976  0.000
H  1.926  3.007  -2.635  0.001
H  1.581  0.156  -2.492  0.001
C  -1.759  1.808  1.610  0.003
O  -1.596  2.422  0.356  0.029
H  -0.951  2.075  2.292  0.000
H  -2.688  2.114  2.090  0.000
H  -1.682  0.723  1.539  0.001
H  -2.126  3.218  0.441  0.004
C  3.685  -1.210  -3.129  0.000
O  2.321  -1.308  -2.768  0.001
H  4.235  -1.767  -2.370  0.000
H  3.837  -1.642  -4.118  0.000
H  4.109  -0.206  -3.115  0.000
H  1.919  -2.018  -3.274  0.000
C  -1.742  -1.012  3.701  0.000
O  -0.686  -0.546  4.531  0.000
H  -1.420  -1.243  2.686  0.000
H  -2.191  -1.951  4.023  0.000
H  -2.547  -0.279  3.753  0.000
H  -0.880  -0.742  5.450  0.000

Output
- net charge = +1
- electronic energy (hartree) = -2344.35540
- highest occupied orbital energy (alpha / beta) (eV) = -11.631 / -11.841
- orbital gap (alpha / beta) (eV) = 8.88 / 8.88
- multiplicity = 5


(5)
Entry from the Open Molecules 2025 dataset: a structure of composition BrCuMg in a non-equilibrium geometry (wB97M-V/def2-TZVPD).

Each line ends with the Mulliken charge.
Positions of all 3 atoms, in Å:
Cu  -4.028  -3.182  -21.405  0.660
Mg  -1.359  -3.293  -24.015  1.437
Br  -2.346  -3.795  -22.581  -0.096

Output
- net charge = +2
- relative energy (zero: lowest compared OMol25 entry of this formula, charge and spin) (kJ/mol) = 315.2
- electronic energy (hartree) = -4413.77486
- highest occupied orbital energy (eV) = -20.672
- orbital gap (eV) = 9.08


(6)
Entry from the Open Molecules 2025 dataset: the molecule C2H4N2O2 in a non-equilibrium geometry (wB97M-V/def2-TZVPD).

Each line ends with the Mulliken charge.
Positions of all 10 atoms, in Å:
H  -2.483  -0.932  -0.175  0.279
N  -2.090  0.032  -0.009  -0.583
C  -0.872  0.044  -0.114  0.483
N  -0.086  1.278  0.244  -0.304
O  1.207  0.714  -0.397  -0.328
C  1.243  -0.590  0.176  -0.031
O  -0.055  -1.014  -0.245  -0.338
H  -0.445  2.021  -0.624  0.350
H  2.253  -1.127  -0.225  0.243
H  1.327  -0.427  1.369  0.229

Output
- relative energy (zero: lowest compared OMol25 entry of this formula, charge and spin) (kJ/mol) = 477.8
- electronic energy (hartree) = -338.47119
- highest occupied orbital energy (eV) = -10.082
- orbital gap (eV) = 10.85